(1)
Formula: C15H18N2O2
Source: the OMol25 dataset
Level of theory: wB97M-V/def2-TZVPD

## Properties
Orbital gap in eV: 9.2
Energy relative to the best compared isomer or geometry (same formula, charge and spin) in kcal per mole: 37.1
SMILES: COC(=O)CCc1c(C)nn(-c2ccccc2)c1C
Total energy in eV: -22922.7026

XYZ file:
```
37
C15H18N2O2 | the OMol25 dataset | wB97M-V/def2-TZVPD
C 0.21 0.39 3.76
H -0.27 0.02 4.66
H 1.09 0.99 4.01
H 0.52 -0.43 3.12
O -0.75 1.19 3.10
C -0.31 1.95 2.09
O 0.85 2.04 1.79
C -1.44 2.66 1.38
H -1.01 3.34 0.66
C -2.32 1.61 0.68
C -1.49 0.48 0.16
C -0.46 0.55 -0.77
N 0.05 -0.71 -0.86
N -0.60 -1.57 -0.06
C -1.53 -0.87 0.57
C -2.43 -1.50 1.57
H -2.38 -0.97 2.52
H -2.15 -2.53 1.71
H -3.47 -1.46 1.21
C 1.11 -1.18 -1.64
C 1.01 -2.44 -2.21
C 2.04 -2.94 -2.98
C 3.18 -2.18 -3.19
C 3.30 -0.93 -2.60
C 2.27 -0.43 -1.82
H 2.38 0.52 -1.33
H 4.19 -0.35 -2.74
H 3.99 -2.57 -3.80
H 1.96 -3.92 -3.43
H 0.11 -3.02 -2.04
C -0.01 1.71 -1.58
H -0.85 2.36 -1.78
H 0.74 2.28 -1.03
H 0.42 1.38 -2.52
H -2.88 2.09 -0.13
H -3.04 1.20 1.40
H -2.03 3.22 2.11
```

Here are the Löwdin charges for atoms 1 to 5, given in e: C -0.042; H 0.093; H 0.094; H 0.100; O -0.042

***

(2)
Formula: C15H18N2O2S
Source: the OMol25 dataset
Level of theory: wB97M-V/def2-TZVPD

## Properties
Orbital gap in eV: 10.1
Energy relative to the best compared isomer or geometry (same formula, charge and spin) in kcal per mole: 30.2
SMILES: Cc1ccc(S(=O)(=O)NCCc2ccncc2)cc1C
Total energy in eV: -33757.5255

XYZ file:
```
38
C15H18N2O2S | the OMol25 dataset | wB97M-V/def2-TZVPD
C -1.05 -3.27 -2.10
C -1.29 -1.84 -1.74
C -1.10 -0.85 -2.70
C -1.30 0.49 -2.39
C -1.71 0.82 -1.12
C -1.91 -0.14 -0.15
C -1.70 -1.49 -0.45
C -1.92 -2.53 0.60
H -2.70 -3.23 0.29
H -1.01 -3.11 0.76
H -2.21 -2.08 1.54
H -2.23 0.17 0.83
S -1.88 2.54 -0.69
O -2.51 3.28 -1.74
O -2.42 2.64 0.64
N -0.26 3.00 -0.70
H -0.13 3.95 -0.99
C 0.53 2.53 0.41
H -0.15 2.06 1.12
C 1.58 1.51 -0.06
C 2.11 0.74 1.11
C 1.44 -0.39 1.57
C 1.94 -1.06 2.67
N 3.03 -0.69 3.32
C 3.67 0.39 2.89
C 3.25 1.13 1.80
H 3.81 2.00 1.48
H 4.55 0.66 3.45
H 1.45 -1.94 3.06
H 0.55 -0.73 1.07
H 1.10 0.84 -0.77
H 2.39 2.04 -0.57
H 1.02 3.37 0.93
H -1.16 1.27 -3.12
H -0.79 -1.12 -3.70
H -0.28 -3.70 -1.46
H -1.96 -3.86 -1.94
H -0.75 -3.37 -3.13
```

Here are the Löwdin charges for atoms 1 to 5, given in e: C -0.038; C -0.223; C -0.021; C -0.056; C -0.287

***

(3)
Formula: C15H18N2O3S2
Source: the OMol25 dataset
Level of theory: wB97M-V/def2-TZVPD

## Properties
Orbital gap in eV: 8.3
Energy relative to the best compared isomer or geometry (same formula, charge and spin) in kcal per mole: 51.7
SMILES: COc1ccc(-c2nc(NC(=O)CSCCO)sc2C)cc1
Total energy in eV: -46640.3353

XYZ file:
```
40
C15H18N2O3S2 | the OMol25 dataset | wB97M-V/def2-TZVPD
C 4.71 -0.97 3.39
H 3.96 -0.72 4.15
O 4.25 -1.96 2.51
C 3.15 -1.70 1.76
C 2.72 -2.73 0.92
C 1.62 -2.57 0.10
C 0.91 -1.37 0.10
C 1.33 -0.35 0.96
C 2.43 -0.51 1.78
H 2.72 0.31 2.42
H 0.77 0.58 0.98
C -0.26 -1.16 -0.74
C -0.49 -1.64 -2.00
S -2.04 -1.10 -2.57
C -2.25 -0.24 -1.06
N -1.26 -0.36 -0.24
N -3.40 0.47 -0.86
C -3.82 1.28 0.17
O -4.91 1.81 0.09
C -2.89 1.46 1.33
H -2.11 0.70 1.36
H -3.47 1.49 2.26
S -2.08 3.10 1.26
C -1.16 2.98 -0.29
H -0.81 1.95 -0.40
H -0.29 3.63 -0.18
C -1.98 3.36 -1.52
O -1.72 2.41 -2.53
H -2.16 2.68 -3.34
H -1.72 4.37 -1.86
H -3.05 3.37 -1.27
H -4.06 0.43 -1.63
C 0.39 -2.47 -2.88
H 1.43 -2.32 -2.61
H 0.15 -3.53 -2.78
H 0.24 -2.18 -3.92
H 1.29 -3.39 -0.51
H 3.28 -3.65 0.92
H 5.01 -0.06 2.86
H 5.59 -1.40 3.88
```

Here are the Löwdin charges for atoms 1 to 5, given in e: C -0.090; H 0.096; O -0.083; C -0.276; C 0.003

***

(4)
Formula: C15H18N2O4
Source: the OMol25 dataset
Level of theory: wB97M-V/def2-TZVPD

## Properties
Orbital gap in eV: 8.2
Energy relative to the best compared isomer or geometry (same formula, charge and spin) in kcal per mole: 293.6
SMILES: CCCCOC(=O)CCn1[nH]c(=O)c2ccccc2c1=O
Total energy in eV: -27006.7312

XYZ file:
```
39
C15H18N2O4 | the OMol25 dataset | wB97M-V/def2-TZVPD
C 2.48 -2.51 -6.48
C 1.47 -2.89 -5.23
C 1.38 -1.87 -4.13
C 0.47 -2.23 -3.12
H 0.70 -3.07 -2.72
H -0.47 -2.43 -3.58
O 0.60 -1.08 -2.35
C -0.31 -1.49 -1.10
O -0.84 -2.53 -0.86
C -0.18 -0.17 -0.15
H 0.10 0.51 -0.70
H 0.68 -0.52 0.44
C -1.58 -0.02 0.61
N -1.15 0.54 1.98
C -1.68 1.86 2.02
O -1.99 2.52 1.06
C -1.23 2.67 3.29
C -1.51 3.89 3.51
C -1.32 4.38 4.92
C -0.48 3.72 5.77
C -0.33 2.36 5.51
C -0.36 1.71 4.29
C -0.09 0.31 4.19
O 0.58 -0.34 4.91
N -0.71 -0.33 2.99
H -0.38 -1.07 2.81
H 0.21 1.99 6.22
H -0.36 4.08 6.82
H -1.44 5.50 4.86
H -2.04 4.44 2.80
H -1.78 -1.25 0.98
H -2.32 0.36 0.10
H 1.02 -0.97 -4.72
H 2.35 -1.54 -4.01
H 0.50 -3.17 -5.80
H 2.00 -4.00 -4.75
H 2.30 -3.41 -7.23
H 2.27 -1.60 -7.00
H 3.44 -2.38 -6.16
```

Here are the Löwdin charges for atoms 1 to 5, given in e: C -0.111; C -0.241; C -0.276; C -0.312; H 0.069

***

(5)
Formula: C15H18N4O
Source: the OMol25 dataset
Level of theory: wB97M-V/def2-TZVPD

## Properties
Orbital gap in eV: 8.8
Energy relative to the best compared isomer or geometry (same formula, charge and spin) in kcal per mole: 66.3
SMILES: [H]/N=C(\NCc1ccco1)Nc1ccc2c(n1)CCCC2
Total energy in eV: -23851.9690

XYZ file:
```
38
C15H18N4O | the OMol25 dataset | wB97M-V/def2-TZVPD
N 3.49 -0.31 3.30
N -0.30 1.23 2.13
O 4.97 -0.07 -0.20
C 2.39 -0.43 2.72
C 5.77 -0.29 -1.36
C 4.98 -0.22 -2.51
C 3.64 0.19 -2.14
C 3.71 0.18 -0.68
C 0.14 0.02 2.45
C -1.39 1.36 1.43
C -0.35 -1.13 1.85
C -1.48 -0.97 1.06
C -2.01 0.26 0.83
N 1.28 0.13 3.29
N 2.66 -0.70 1.34
C 2.64 0.40 0.39
C -2.03 2.70 1.33
C -3.24 0.40 -0.08
C -2.76 2.81 0.04
C -3.87 1.77 -0.12
H 4.35 -0.58 2.77
H 6.71 -0.73 -1.29
H 5.46 -0.59 -3.46
H 2.74 0.46 -2.69
H 0.08 -2.07 1.98
H -2.03 -1.74 0.75
H 1.44 1.11 3.49
H 3.39 -1.39 1.22
H 1.63 0.62 -0.03
H 2.98 1.38 0.94
H -1.22 3.44 1.27
H -2.74 2.85 2.15
H -2.91 0.24 -1.10
H -3.87 -0.44 0.15
H -3.10 3.79 -0.09
H -1.98 2.60 -0.69
H -4.42 1.87 -1.03
H -4.59 1.99 0.67
```

Here are the Löwdin charges for atoms 1 to 5, given in e: N 0.133; N 0.171; O -0.003; C -0.491; C -0.077

***

(6)
Formula: C15H18N4O4
Source: the OMol25 dataset
Level of theory: wB97M-V/def2-TZVPD

## Properties
Orbital gap in eV: 9.0
Energy relative to the best compared isomer or geometry (same formula, charge and spin) in kcal per mole: 244.0
SMILES: N[C@@H](Cc1c[nH]cn1)C(=O)N[C@@H](Cc1ccc(O)cc1)C(=O)O
Total energy in eV: -29989.4153

XYZ file:
```
41
C15H18N4O4 | the OMol25 dataset | wB97M-V/def2-TZVPD
C -0.82 0.49 -1.68
C 0.34 0.42 -0.61
C 0.15 0.29 -2.98
C 0.67 -0.90 -3.42
C 0.55 -1.52 -4.66
C 1.81 -2.74 -3.31
C 1.04 -0.86 1.39
C 2.06 -2.09 1.08
C 0.43 -1.00 2.87
C -0.48 0.31 2.82
C -1.83 0.33 2.41
C 0.15 1.42 3.26
C -2.75 1.38 2.75
C -0.62 2.52 3.63
C -2.11 2.40 3.54
H -2.13 2.20 -1.34
H -0.42 2.55 -1.71
H -1.56 -0.42 -1.63
H 0.72 1.13 -2.70
H -0.60 0.44 -3.89
H 0.08 -1.18 -5.58
H 2.79 -3.13 -2.80
H 1.97 -3.19 -5.38
H -0.85 -1.05 0.21
H 1.92 -0.08 1.57
H 0.02 -1.94 3.13
H 1.46 -0.75 3.48
H -2.45 -0.34 1.73
H 1.15 1.18 3.57
H -3.70 1.35 2.26
H -0.33 3.62 3.76
H -3.75 3.29 3.69
H 2.06 -1.27 -0.83
N -1.36 1.90 -2.09
N 1.57 -1.62 -2.68
N 1.47 -2.69 -4.62
N 0.00 -0.52 0.36
O 1.31 1.22 -0.62
O 2.19 -3.18 1.81
O -2.83 3.76 3.49
O 2.66 -1.74 -0.25
```

Here are the Löwdin charges for atoms 1 to 5, given in e: C -0.247; C -0.435; C -0.150; C -0.356; C 0.012

***

(7)
Formula: C15H18N4O4S
Source: the OMol25 dataset
Level of theory: wB97M-V/def2-TZVPD

## Properties
Orbital gap in eV: 8.5
Energy relative to the best compared isomer or geometry (same formula, charge and spin) in kcal per mole: 58.1
SMILES: COc1cc(/C=N\NC(=O)c2sc(N)nc2C)cc(OC)c1OC
Total energy in eV: -40830.9064

XYZ file:
```
42
C15H18N4O4S | the OMol25 dataset | wB97M-V/def2-TZVPD
C -4.30 -3.18 0.12
H -3.95 -3.53 -0.86
O -4.45 -1.78 0.14
C -3.35 -1.01 -0.08
C -2.08 -1.50 -0.32
C -1.01 -0.63 -0.51
C -1.25 0.74 -0.51
C -2.52 1.26 -0.30
C -3.59 0.38 -0.06
O -4.89 0.69 0.18
C -5.30 2.02 0.41
H -5.18 2.64 -0.48
H -4.76 2.48 1.24
H -6.36 1.95 0.66
O -2.78 2.61 -0.31
C -1.71 3.50 -0.47
H -0.96 3.39 0.31
H -1.24 3.40 -1.45
H -2.16 4.50 -0.39
H -0.44 1.42 -0.76
C 0.33 -1.18 -0.74
N 1.46 -0.77 -0.32
N 1.55 0.28 0.51
C 2.72 0.94 0.82
O 2.66 1.99 1.42
C 3.96 0.33 0.36
C 4.42 -0.96 0.39
N 5.70 -1.13 -0.04
C 6.25 -0.02 -0.38
N 7.49 0.09 -0.91
H 7.94 0.99 -0.91
H 8.08 -0.72 -0.82
S 5.23 1.40 -0.19
C 3.69 -2.16 0.87
H 3.11 -2.60 0.06
H 4.41 -2.89 1.23
H 3.00 -1.90 1.67
H 0.70 0.72 0.88
H 0.38 -2.08 -1.33
H -1.89 -2.56 -0.33
H -5.30 -3.58 0.31
H -3.62 -3.53 0.90
```

Here are the Löwdin charges for atoms 1 to 5, given in e: C -0.081; H 0.097; O -0.060; C -0.187; C 0.023

***

(8)
Formula: C15H18N4O9P
Source: the OMol25 dataset
Level of theory: wB97M-V/def2-TZVPD

## Properties
Orbital gap in eV: 4.3
Total charge: -1
Energy relative to the best compared isomer or geometry (same formula, charge and spin) in kcal per mole: 0.0
Total energy in eV: -49519.1346

XYZ file:
```
47
C15H18N4O9P | the OMol25 dataset | wB97M-V/def2-TZVPD
C 2.91 3.04 2.14
C 1.59 2.44 2.58
O 1.76 1.09 3.10
P 1.19 -0.11 2.18
C -0.48 -0.28 2.65
C -1.81 -0.01 2.26
O -2.78 -0.19 3.01
O -1.97 0.43 0.98
C -3.37 0.50 0.56
C -3.94 -0.83 0.18
O 1.53 0.06 0.75
O 1.88 -1.38 2.86
C 1.81 -2.65 2.13
C 2.86 -3.59 2.65
H 2.73 3.92 1.50
H 3.49 3.33 3.02
H 3.47 2.31 1.55
H 1.10 3.01 3.38
H 0.89 2.41 1.72
H -0.47 -0.59 3.69
H -3.94 0.94 1.39
H -3.37 1.18 -0.29
H -4.93 -0.66 -0.24
H -3.31 -1.33 -0.55
H -4.04 -1.44 1.08
H 0.80 -3.07 2.26
H 1.97 -2.43 1.07
H 2.71 -4.57 2.18
H 3.85 -3.24 2.38
H 2.80 -3.72 3.73
N 0.29 -2.82 -2.12
C 0.38 -1.66 -2.03
C 0.56 -0.24 -1.84
C -0.47 0.53 -1.23
C -0.27 1.91 -1.10
N -1.10 2.93 -0.64
O -2.30 3.01 -0.41
O -0.32 4.10 -0.63
N 0.98 3.84 -1.00
C 0.97 2.53 -1.35
C 2.05 1.71 -1.85
N 3.43 2.11 -1.77
O 3.76 3.22 -1.30
O 4.27 1.27 -2.17
C 1.77 0.38 -2.21
H -1.45 0.11 -1.03
H 2.54 -0.21 -2.71
```

Here are the Löwdin charges for atoms 1 to 5, given in e: C -0.081; C -0.267; O -0.230; P 0.454; C -0.121

***

(9)
Formula: C15H18O
Source: the OMol25 dataset
Level of theory: wB97M-V/def2-TZVPD

## Properties
Orbital gap in eV: 9.4
Energy relative to the best compared isomer or geometry (same formula, charge and spin) in kcal per mole: 63.6
SMILES: CCc1ccc(O)cc1.Cc1ccccc1
Total energy in eV: -17891.9162

XYZ file:
```
34
C15H18O | the OMol25 dataset | wB97M-V/def2-TZVPD
C 1.70 -0.82 0.70
C 2.92 -0.05 1.23
C 0.90 -1.29 1.92
C 1.05 -2.66 2.21
C 0.02 -0.52 2.70
C 0.47 -3.28 3.34
C -0.72 -1.08 3.78
C -0.46 -2.45 4.09
O -1.33 -3.04 5.05
H 1.14 -0.12 -0.02
H 2.08 -1.69 0.18
H 3.52 -0.73 1.70
H 1.68 -3.32 1.53
H -0.15 0.53 2.36
H 0.66 -4.27 3.61
H -1.52 -0.46 4.16
H -0.91 -3.56 5.53
H 2.49 0.77 1.79
H 3.37 0.50 0.31
C -0.94 3.26 -4.79
C 0.00 0.69 -2.10
C 0.02 1.45 -3.29
C -1.22 0.57 -1.41
C -1.08 2.16 -3.73
C -2.33 1.27 -1.90
C -2.31 2.01 -3.07
H 0.89 0.14 -1.88
H 0.97 1.57 -3.95
H -1.53 0.20 -0.35
H -3.27 1.13 -1.40
H 0.00 3.74 -4.67
H -1.79 3.99 -4.55
H -3.18 2.52 -3.37
H -1.13 2.84 -5.71
```

Here are the Löwdin charges for atoms 1 to 5, given in e: C -0.222; C -0.088; C -0.256; C -0.050; C -0.048

***

(10)
Formula: C15H18O
Source: the OMol25 dataset
Level of theory: wB97M-V/def2-TZVPD

## Properties
Orbital gap in eV: 8.7
Energy relative to the best compared isomer or geometry (same formula, charge and spin) in kcal per mole: 96.6
SMILES: CCc1ccc(O)cc1.Cc1ccccc1
Total energy in eV: -17890.4845

XYZ file:
```
34
C15H18O | the OMol25 dataset | wB97M-V/def2-TZVPD
C -2.40 0.58 0.14
C -3.73 1.58 0.43
C -1.08 1.22 -0.31
C -0.58 1.04 -1.58
C -0.34 2.14 0.48
C 0.83 1.39 -1.87
C 0.94 2.52 0.30
C 1.52 2.13 -0.83
O 2.77 2.50 -1.01
H -2.40 0.24 1.25
H -2.64 -0.35 -0.52
H -3.63 1.57 1.57
H -1.20 0.69 -2.48
H -0.78 2.41 1.35
H 1.26 1.11 -2.86
H 1.58 3.19 0.91
H 3.33 2.30 -1.84
H -4.54 1.00 -0.05
H -3.61 2.59 -0.04
C 1.33 -2.00 -1.67
C 0.59 -1.99 2.51
C 1.86 -1.67 2.01
C -0.41 -2.23 1.58
C 2.20 -1.96 0.70
C -0.07 -1.95 0.22
C 1.19 -2.00 -0.29
H 0.49 -1.56 3.55
H 2.65 -1.36 2.70
H -1.45 -2.66 1.89
H 3.25 -2.29 0.50
H -0.84 -1.88 -0.49
H 2.06 -2.80 -1.98
H 1.46 -1.04 -2.11
H 0.38 -2.47 -2.15
```

Here are the Löwdin charges for atoms 1 to 5, given in e: C -0.182; C -0.079; C -0.266; C -0.047; C -0.039

***

(11)
Formula: C15H19B2NO11PSi
Source: the OMol25 dataset
Level of theory: wB97M-V/def2-TZVPD

## Properties
Orbital gap in eV: 8.0
Total charge: -1
Total energy in eV: -58398.9270

XYZ file:
```
50
C15H19B2NO11PSi | the OMol25 dataset | wB97M-V/def2-TZVPD
C 0.13 -1.68 3.61
B -1.44 -2.02 3.23
O -2.03 -3.34 3.52
Si -2.54 -0.64 2.34
C -2.70 0.96 3.38
C -3.11 2.28 2.55
C -2.43 2.41 1.11
O -3.05 2.02 0.08
N -1.10 3.02 0.86
C -0.10 1.96 0.59
C -0.20 0.99 -0.63
C 0.86 -0.12 -0.82
C 2.05 -0.29 0.17
C 2.12 0.69 1.38
C 1.08 1.83 1.61
P -4.47 -1.55 1.73
C -5.64 -0.25 0.97
O -4.05 -2.57 0.37
H 0.76 -2.41 2.97
H 0.34 -1.81 4.72
H 0.40 -0.62 3.22
H -1.88 -3.86 2.70
H -1.82 -0.34 1.08
H -3.49 0.85 4.21
H -1.70 1.13 3.92
H -2.74 3.19 3.17
H -4.25 2.36 2.44
H -0.81 3.62 1.65
H -1.11 1.14 -1.31
H 0.73 -0.83 -1.72
H 2.81 -1.12 0.02
H 2.98 0.56 2.13
H 1.19 2.53 2.50
H -6.70 -0.47 1.38
H -5.32 0.83 1.17
H -5.66 -0.38 -0.17
H -3.47 -1.98 -0.18
B 4.34 -0.47 -4.61
O 3.33 -0.51 -3.54
C 2.75 -1.71 -3.58
O 1.88 -2.07 -2.83
C 3.35 -2.50 -4.67
O 3.05 -3.63 -4.97
O 4.29 -1.78 -5.28
O 4.05 0.62 -5.56
C 5.12 1.43 -5.57
O 5.21 2.42 -6.24
C 6.12 0.91 -4.63
O 7.20 1.41 -4.40
O 5.68 -0.21 -4.07
```

Here are the Löwdin charges for atoms 1 to 5, given in e: C -0.079; B -0.489; O -0.040; Si 0.524; C -0.308

***

(12)
Formula: C15H19BF4IrN3O2Si
Source: the OMol25 dataset
Level of theory: wB97M-V/def2-TZVPD

## Properties
2S+1: 2
Expectation value of S²: 0.7555
Orbital gap (spin up / spin down) in eV: 8.0 / 7.4
Total charge: +1
Energy relative to the best compared isomer or geometry (same formula, charge and spin) in kcal per mole: 1.5
Total energy in eV: -46693.6206

XYZ file:
```
46
C15H19BF4IrN3O2Si | the OMol25 dataset | wB97M-V/def2-TZVPD
Ir 0.40 0.03 0.59
O -1.11 1.32 4.00
C -0.65 1.23 2.90
N -0.33 0.01 2.30
C -0.53 -1.27 2.97
C -0.10 -2.37 2.05
C -0.13 -3.70 2.40
C 0.27 -4.66 1.49
C 0.70 -4.26 0.23
C 0.72 -2.92 -0.07
N 0.33 -2.00 0.82
C -0.33 2.39 2.00
C -0.57 3.69 2.37
C -0.23 4.70 1.47
C 0.33 4.37 0.25
C 0.54 3.04 -0.06
N 0.22 2.08 0.81
H -1.58 -1.39 3.25
H 0.05 -1.28 3.90
H -0.47 -3.98 3.39
H 0.25 -5.71 1.76
H 1.02 -4.98 -0.51
H 1.06 -2.54 -1.03
H -1.00 3.89 3.34
H -0.40 5.74 1.73
H 0.60 5.13 -0.47
H 0.99 2.72 -0.99
C -1.26 1.86 -3.10
Si -1.00 0.08 -2.63
C 0.39 -0.65 -3.64
C -2.58 -0.88 -2.75
O -0.51 -0.03 -1.02
H -1.62 1.90 -4.13
H -0.33 2.44 -3.07
H -2.00 2.36 -2.47
H 0.06 -0.81 -4.67
H 0.73 -1.63 -3.28
H 1.26 0.00 -3.67
H -3.01 -0.77 -3.74
H -3.31 -0.52 -2.02
H -2.42 -1.94 -2.57
F 2.38 -0.25 1.59
B 3.22 -0.17 0.36
F 2.22 0.47 -0.56
F 3.47 -1.42 -0.08
F 4.25 0.66 0.55
```

Here are the Löwdin charges for atoms 1 to 5, given in e: Ir 1.720; O 0.162; C -0.410; N -0.156; C -0.091